[1]
A 2-piece molecular cluster, CFNOS overall in a non-equilibrium geometry. Source: the OMol25 dataset; level of theory: ωB97M-V/def2-TZVPD.

Properties
DFT total energy: -665.964195 hartree
orbital gap (spin up / spin down): 0.362 / 0.313 Eh
<S²>: 2.01
E_HOMO (spin up / spin down): -9.606 / -13.129 eV
energy relative to the best compared isomer or geometry (same formula, charge and spin): 17.98 kcal/mol

ORCA input file:
```
! RIJCOSX wB97M-V def2-TZVPD def2/J DEFGRID3
* xyz 0 3
N -1.3880 -2.3802 0.0645
F 0.8331 0.5902 1.2517
S 0.4403 1.5112 -0.1187
O 1.3816 1.5262 -1.1313
C -1.2670 -1.2475 -0.0662
*
```

***

[2]
C36H29BBr4F2N2O3PSn as an isolated structure. Source: the OMol25 dataset; level of theory: ωB97M-V/def2-TZVPD.

Properties
DFT total energy: -12800.981848 hartree
orbital gap: 0.227 Eh
E_HOMO: -3.929 eV
energy relative to the best compared isomer or geometry (same formula, charge and spin): 7.58 kcal/mol

ORCA input file:
```
! RIJCOSX wB97M-V def2-TZVPD def2/J DEFGRID3
* xyz -1 1
C 1.4825 2.5180 2.2498
H -6.1734 3.0989 1.9325
H 3.1311 3.7435 1.5408
H -1.7212 -2.5696 -2.0416
C -2.8085 -1.9458 -3.7549
H -2.6986 -5.2630 1.1276
H -3.8148 1.1652 -1.7321
C -2.4836 -1.8794 1.0439
N 2.8636 0.6423 -0.3534
O 0.8555 -1.9586 -1.2045
C -2.7532 -2.6855 3.3129
C -3.0414 2.0450 1.1247
C 2.7387 2.8057 -1.5869
O 0.7900 -0.8320 1.1909
Br 0.6434 -5.4242 3.7020
F -0.7369 2.0835 -2.2453
C -2.8080 -3.9947 2.8556
C 0.5126 3.0575 1.1933
H 5.1616 5.1779 -1.8694
H 1.9264 1.6090 1.8353
C -3.9338 0.1605 -3.6067
H -2.8148 -2.4759 4.3733
Br 0.5857 -4.8382 -2.0005
N -0.5527 2.0836 0.8747
H -2.9145 -4.8143 3.5546
F -0.2284 0.3555 -3.5945
C 3.3868 1.8090 -0.8111
C -4.6810 0.3312 0.7040
C -3.5845 -0.9613 -4.3451
H 0.0408 1.3561 3.3729
C 0.7169 -4.3612 2.1425
C -1.6620 2.6129 1.1811
C -5.6968 1.1554 1.1495
C -4.0793 2.8748 1.5672
C 0.7696 2.1487 3.5445
H -2.4137 -3.4414 -0.4457
C 0.8211 -2.7588 -0.1489
H -0.1566 5.1515 0.9516
C 0.8108 -2.1499 1.1367
Sn 1.0540 0.0222 -0.6864
C 4.6759 4.2540 -1.5825
C -5.3908 2.4384 1.5811
C -2.7833 -0.7267 -1.6626
Br 0.8713 -2.1056 3.9371
C 4.7333 2.1089 -0.4615
H 1.4912 1.7738 4.2716
C -3.3525 0.7548 0.6783
C -2.5247 -3.1981 0.6001
H -2.5209 -0.6284 2.7971
C -3.5363 0.2772 -2.2844
H 5.2627 1.3712 0.1293
C -2.6885 -4.2450 1.4982
C 0.6658 -4.9461 0.8885
C 5.3469 3.2882 -0.8308
C 3.3663 3.9855 -1.9569
H -4.5139 0.9542 -4.0609
P -2.0950 -0.4097 0.0137
H -3.8385 3.8684 1.9119
B -0.1645 0.8904 -2.3879
C 0.7947 -2.9669 2.2599
H 6.3729 3.4652 -0.5242
H -4.9131 -0.6699 0.3608
H 2.2373 4.4625 2.8980
H -2.4896 -2.8072 -4.3283
C -0.2593 4.3103 1.6368
H 2.8138 4.7100 -2.5474
C 0.7271 -4.1347 -0.2515
Br 0.4725 -6.8167 0.6989
H -3.8912 -1.0528 -5.3794
H -0.0046 4.6352 2.6447
H 3.3412 3.1159 3.1749
C 2.6092 3.5224 2.4752
H -6.7199 0.8011 1.1551
H 1.0782 3.2475 0.2810
H 0.2605 3.0075 3.9968
H 1.7093 2.6478 -1.8946
O -1.6388 3.8953 1.6476
C -2.3985 -1.8240 -2.4353
C -2.5884 -1.6417 2.4180
*
```

***

[3]
A 14-piece molecular cluster, C44H88N4O30 overall in a non-equilibrium geometry. Source: the OMol25 dataset; level of theory: ωB97M-V/def2-TZVPD.

Properties
DFT total energy: -4205.228345 hartree
orbital gap: 0.357 Eh
E_HOMO: -9.408 eV

ORCA input file:
```
! RIJCOSX wB97M-V def2-TZVPD def2/J DEFGRID3
* xyz 0 1
O -0.5068 1.0145 -0.7272
C -1.4693 -2.3672 -9.0517
H 2.4332 7.0257 1.4038
H 5.2510 1.8366 4.2522
H 0.7078 -5.6447 -3.2909
C 0.5267 -2.5309 -7.7765
H 1.2916 -0.4362 3.4737
H 2.9042 -2.0165 2.5329
H 1.3887 1.9940 -1.2703
O -6.1692 5.2019 -3.3395
H 4.5057 -7.9409 0.7128
H 2.7143 0.3421 -0.4744
O 3.3915 2.8355 4.0545
H -8.0723 -1.8528 -1.5791
H 4.4984 1.7746 2.8263
H 0.8641 -2.4399 -0.8303
H -2.0649 -2.0467 -0.1473
H 8.3791 -0.9292 1.4662
O 6.5036 -1.3364 4.1471
H 2.3714 -2.6685 -5.4324
O 3.9396 -4.2618 -0.7133
C 0.5864 -1.8997 -1.7354
H 3.9986 2.1777 -0.9892
O 7.3058 2.5318 -0.0741
O -5.7400 1.2152 5.0565
H 1.4483 -4.9928 -1.2107
H 1.3505 -0.5537 0.2474
C 3.8430 -2.1978 2.0095
O 0.5965 6.3329 0.9968
H 0.3284 0.8941 -3.4012
H -3.7964 4.4260 -1.6978
O 2.9915 -6.2004 -0.4321
O 1.3997 -0.7338 -1.7941
H -2.7806 -1.1141 1.1840
H -4.6319 -1.0233 4.2744
C 0.2364 1.4806 -4.3153
H -2.1542 -2.9993 -9.6169
H 3.1435 -2.4714 -6.9817
C 4.8360 -1.1456 -2.3594
C -6.4603 4.7363 -2.2670
C 4.4213 2.7471 -0.1614
H 6.6105 -0.9196 -1.3961
O -0.5744 -3.1415 -8.2323
C -7.2483 -1.1595 -1.4103
O -3.9452 -1.7658 -0.3228
C -4.9204 -1.0028 -0.8969
H 0.0253 -1.1529 4.4138
H 1.0312 1.8450 0.3646
H -1.5532 2.3430 0.4318
C -1.4312 2.1122 -0.6264
C -4.4255 3.5641 -1.9204
N 0.2679 -2.7679 1.7419
H -0.4477 -1.5554 -1.7378
O 1.1689 -3.4468 -6.9692
H -1.0426 -4.7606 -0.3144
C 8.1946 0.0739 1.0816
H 1.2767 5.4155 -2.6136
H 4.9277 3.6475 -0.5092
H -3.4948 -1.1925 5.6741
C -2.1508 -6.5837 -0.2294
H 0.6300 -4.7053 -4.7325
C -6.3350 2.3474 5.7749
C 4.0018 -5.4631 -0.5239
O -2.9832 0.2249 4.3143
C -3.4360 1.0364 3.2187
H -4.1946 0.5260 2.6253
C -4.0220 -0.5041 5.0136
H 4.5432 -8.0949 -1.0616
H 8.5498 0.1471 0.0537
C 0.0930 -4.9061 -3.8054
H -3.8840 1.9843 3.5169
H 3.5548 2.9170 0.4776
C -0.8623 2.3355 -4.0282
H -2.6639 -4.6602 -0.8537
C -1.7923 -5.3143 -0.8795
O -0.7499 5.8930 -0.8004
H 1.1106 -2.2986 -3.9437
H -7.6286 -0.4435 -0.6817
H -0.0250 0.8566 -5.1699
H 8.0002 -0.9276 5.4764
C 0.8672 1.3293 -0.5816
H 1.0545 2.0625 -4.7399
O 1.9892 1.7657 2.5301
H 2.4404 4.1676 -2.0663
C -8.6827 5.8988 -2.0993
C 1.6771 0.0352 -0.6096
H -7.7505 4.0090 5.4895
C 0.2885 5.7192 -0.1554
H -1.4170 -5.5625 -1.8723
H -0.8851 -5.3339 -4.0253
C 6.5315 1.6728 0.4197
N 4.1797 -0.9683 -3.3292
C -0.0246 3.3705 3.4948
O 5.1908 -6.2733 -0.5343
H 5.2273 -0.9653 -0.2736
O 1.3390 5.0128 -0.5775
C 5.6527 -1.3935 -1.1812
H 8.6902 0.7645 1.7640
O -6.0714 -1.7574 -0.8289
H 3.8892 -1.7718 1.0073
O -6.5142 3.7078 3.8252
H 2.3688 5.2643 1.6576
N -2.4270 -7.5702 0.2965
H 3.8259 0.7801 4.2656
H 2.9838 -4.0459 -6.1849
O -0.0820 -3.7584 -2.9496
O -4.7102 0.1379 -1.4071
H -0.2045 3.8060 2.5120
H -4.2783 3.3128 -2.9708
C 2.4663 -3.1162 -6.4217
H -7.7986 3.2986 2.3725
H -5.3047 -0.0909 6.6731
H -0.5363 3.9011 4.2978
O 5.6871 -3.4207 3.8438
C 1.4424 4.5838 -1.9289
C 0.8945 -2.7637 -2.9819
H -8.2935 6.9153 -2.1566
O -5.7288 3.9045 -1.5610
H -9.5171 5.8718 -1.3985
C -2.7596 -1.2446 0.1020
C 4.2330 1.7155 3.8819
H 6.0342 -8.3318 -0.2119
H -8.9735 5.6002 -3.1065
C 5.1012 -7.7690 -0.1838
H -6.5400 2.1685 2.5423
H -8.1896 2.5475 4.5989
H 1.0165 -6.6310 -0.6215
H 1.2946 -5.3407 0.5190
H -2.4290 -0.2695 -0.2559
H 7.8309 -2.5720 4.9336
H -0.8200 -1.8428 -9.7527
O -7.6779 4.9593 -1.6611
H 4.0016 -3.2752 1.9633
C 0.2391 -0.7176 3.4377
H -4.2022 1.1919 6.3540
N -1.6978 3.1191 -3.8630
H -4.2143 2.6744 -1.3273
H 0.7678 3.7964 -2.2650
H -1.1977 3.0518 -1.1272
H -5.6211 3.0332 6.2311
C 0.2573 -1.8878 2.5335
C 7.2662 -1.7130 5.2960
O 5.2181 1.7413 0.4574
C -6.7282 3.2417 2.5703
O 4.8304 -1.5267 2.7010
H -6.2068 3.7625 1.7671
H 1.6606 6.3924 2.8089
H -6.9979 -0.6331 -2.3313
C 5.7421 -2.2471 3.5576
C 2.1645 2.6073 3.4681
H 1.8786 -3.1661 -2.7419
H -2.3911 1.6795 -0.9085
H -0.5039 2.4114 3.6913
H -2.6852 1.2683 2.4634
C 1.8131 6.1977 1.7474
O 6.8004 0.5017 1.0544
O 1.3035 3.3730 3.9718
C -4.8338 0.4561 5.8563
C -7.3584 3.1936 4.8816
C 1.6222 -5.7432 -0.4395
O 0.9136 -1.4405 -8.0294
H 5.7888 -2.4747 -1.1571
H -0.3547 0.1562 3.1693
H -7.0263 1.9612 6.5239
H 6.6479 -2.0328 6.1348
H -1.9634 -1.7085 -8.3375
*
```

***

[4]
A 3-piece molecular cluster, C39H59F3IN3O8S2 overall in a non-equilibrium geometry. Source: the OMol25 dataset; level of theory: ωB97M-V/def2-TZVPD.

Properties
DFT total energy: -3680.707509 hartree
orbital gap: 0.231 Eh
SMILES: CCCCCCCCCCCc1cc(CCC(F)=C(F)F)c2nc(O)c(CCCCn3cccc3)nc2c1CC(=O)I.CCOS(C)(=O)=O.CCOS(C)(=O)=O
E_HOMO: -7.781 eV

ORCA input file:
```
! RIJCOSX wB97M-V def2-TZVPD def2/J DEFGRID3
* xyz 0 1
C 1.2230 -2.3058 -1.7667
H -0.9640 -2.7326 1.8449
O 6.5216 -2.6110 -1.2307
O 1.2549 1.0381 2.8229
C 1.1945 5.7578 -4.6240
H 2.2272 -1.9704 8.5742
H -1.2715 -1.8739 -2.7765
S 6.6269 -2.1801 -2.5996
H 1.3701 -1.7519 3.6528
C 1.1551 -2.1444 8.4423
H -3.3797 -3.8177 2.5534
C 0.3383 -1.0061 9.0244
C -6.2672 -0.0790 -0.6864
C 0.8834 6.7738 -2.3664
C -0.5431 -1.3794 -3.5080
H 1.5399 -1.0839 0.1875
C -3.5336 -0.3864 -3.0673
H -0.6410 4.6716 2.2648
C -2.6456 -1.4611 0.8847
H 1.0947 1.4518 3.7150
C 1.3125 7.1201 -3.8266
H 7.9457 -4.0375 -3.2180
H -2.9750 0.2477 -2.2972
C -2.7722 -0.2104 -4.4867
H -6.6586 0.9896 -0.7670
F -2.6787 -6.3826 -1.2766
H 1.3588 -3.8321 0.6991
C -4.8065 -0.0481 0.0014
H -5.4455 0.0124 -4.1846
C -1.1558 -0.1147 -4.2976
C 2.0327 -1.9118 -0.4343
C 0.0505 4.7521 -0.9856
C -1.8491 -2.8243 1.1033
H 0.6230 -0.0502 8.5791
H -0.6425 -0.0808 -5.3209
H 7.2309 0.5379 -2.7593
C -2.6251 1.2651 1.0966
H -3.4745 -1.5028 -2.8132
H 0.4759 3.5618 3.3641
H 0.4957 5.9356 0.9361
H 0.2422 -2.8652 -1.5478
H 0.9110 -3.0679 8.9734
O 2.8901 -1.2997 6.1261
H 8.9827 0.4044 -2.8569
H 7.3087 -0.2239 -0.3773
C -1.9426 -0.1055 1.3158
C 2.2849 -3.1512 0.5688
H 3.0801 -1.5587 -0.7699
H -0.7261 -1.1518 8.8239
C -5.0695 0.1025 -3.0965
C -4.7857 2.6604 0.1364
H -5.3359 2.6605 -0.8821
C -3.6021 -4.7675 0.4550
H 2.2619 3.8200 1.7264
S 1.4602 -1.3527 5.9646
H 7.1594 -3.2581 -4.6315
F -2.9333 -4.0000 -1.7697
O -6.9318 3.6632 0.9029
H 0.5113 3.6232 -3.7450
H -4.0405 3.5267 0.0897
H 0.4907 -0.9346 10.1039
H 8.4021 1.1478 -0.5950
O 5.5761 -1.4390 -3.2486
H 1.6969 -0.7890 -3.3406
H 3.1860 -3.7892 0.2218
H 1.9010 -3.0168 -2.3730
H 1.6436 8.1492 -4.2251
C -5.8878 3.0337 1.2368
C -6.0376 -0.7771 -2.1434
C -0.7862 2.3848 1.9507
C 7.0314 -3.5843 -3.6000
O 8.0247 -1.3874 -2.7904
H 2.5622 -2.7922 1.6353
N -0.6400 -0.2211 1.9198
C 8.0935 -0.0213 -2.3849
C 0.0294 3.7399 2.3251
H -1.9955 -4.8694 1.9743
H 6.2065 -4.2941 -3.5298
C 0.7912 -1.0030 -2.6556
H -7.0453 -0.8765 -2.6768
H 0.0152 -2.5308 4.5175
H -0.0858 3.6247 -1.1278
C -2.7424 -4.0555 1.6190
H 0.5915 -0.1584 -1.9055
H -6.9680 -0.7558 -0.0835
F -4.9991 -5.0633 0.7311
O 0.6523 -0.1602 5.9271
H -3.0871 0.7691 -5.0156
H 1.1786 2.9230 0.5321
H -5.6358 -1.8440 -1.9784
C 1.0858 -2.3278 4.5350
O 0.8443 -2.3643 7.0675
C -0.0591 1.0365 2.2351
C -4.0606 -1.4243 0.2495
H -2.9469 -1.0944 -5.1962
C -4.0671 1.2391 0.4239
C 8.2203 0.1085 -0.8787
C 1.0027 5.1354 0.2722
H 1.4267 5.5746 -5.7306
H -0.2085 -2.1648 -4.2815
C 0.6993 4.7343 -3.5665
N 0.5220 5.3611 -2.2676
H -0.8796 0.8623 -3.7526
H -5.0860 1.2243 -2.8421
H -4.6294 -2.3595 -0.1125
H 0.8499 7.4758 -1.4592
H -1.3562 -3.1704 0.1104
C -3.0665 -5.0832 -0.8394
H 1.6579 -3.2540 4.5797
H 9.0392 -0.5112 -0.5047
H -0.9976 5.1908 -0.7887
I -5.6687 2.5450 3.3481
N -2.0897 2.5681 1.4005
C 1.2282 3.8400 1.2384
H 2.0265 5.4538 -0.1205
*
```